# C2H2N2O2S2

One molecule with the formula C2H2N2O2S2 (wB97M-V/def2-TZVPD, OMol25).

Summary:
SMILES = O=C1NSC(=O)NS1
ΔE to the lowest compared entry with this formula, charge and spin = 8.15 kcal per mole
orbital gap = 9.7 eV

Atoms and positions in Å:
H -0.111155 -0.651181 1.978401
N 0.128629 -1.050968 1.101427
C 1.106520 1.080467 -0.375251
H -0.592990 1.868871 -1.281170
O -1.956935 -1.996445 0.585249
N -0.134976 1.011067 -0.925699
S 1.629017 -0.528239 0.413738
C -1.022145 -1.267073 0.305089
S -0.889414 -0.495324 -1.341010
O 1.843449 2.028824 -0.460774

Force components x, y, z for each atom (eV/Å):
0.1 0.1 1.0
-0.2 0.1 -1.4
1.1 -0.2 -0.4
0.6 -0.8 0.4
1.6 1.5 -0.2
-1.1 -0.4 -0.2
-1.2 0.9 0.1
-0.5 -1.2 -0.3
-0.1 0.5 0.6
-0.3 -0.3 0.4

Here are the Löwdin charges for atoms 1 to 2, given in e: number 1, H, carries 0.082; number 2, N, carries -0.322



# C2H2N2O3

A 2-piece molecular cluster, C2H2N2O3 overall (wB97M-V/def2-TZVPD, OMol25).

Summary:
ΔE to the lowest compared entry with this formula, charge and spin = 145.30 kcal per mole
orbital gap = 10.6 eV

Atoms and positions in Å:
O 2.559334 0.490563 0.279573
O -2.811530 -0.668695 0.533482
H 2.661951 0.812032 -0.685468
H -1.976854 -1.201025 0.171508
O -0.448921 -1.389931 -0.584260
N -2.656259 0.582115 -0.040514
C -2.403591 1.644948 -0.436919
N 1.575097 -0.483466 0.127588
C 0.600089 -0.885816 -0.400666

Force components x, y, z for each atom (eV/Å):
-1.0 -0.2 -3.0
1.8 0.6 -1.6
0.1 -0.4 2.1
-1.9 1.5 0.7
-0.1 -0.5 -1.0
0.1 -2.4 1.1
-0.1 0.3 -0.2
1.7 0.4 0.6
-0.6 0.6 1.2

Here are the Löwdin charges for atoms 1 to 2, given in e: number 1, O, carries 0.025; number 2, O, carries -0.029



# C2H2N2O3

C2H2N2O3 as an isolated structure (wB97M-V/def2-TZVPD, OMol25).

Summary:
ΔE to the lowest compared entry with this formula, charge and spin = 61.19 kcal per mole
orbital gap = 9.5 eV

Atoms and positions in Å:
O 1.727571 1.066986 -1.025683
H 1.272591 1.568179 -1.629500
O -2.059899 -0.299030 0.636173
H -2.200963 -0.980745 1.192106
N 1.291877 -0.570636 0.652408
C 1.013310 0.196086 -0.401675
N 0.067879 -1.012155 0.826135
C -0.830405 -0.375459 0.341926
O -0.281960 0.406774 -0.591891

Force components x, y, z for each atom (eV/Å):
4.3 -1.1 1.2
-1.9 1.8 -2.2
-2.4 3.4 -3.1
-1.3 -3.7 3.4
1.5 1.7 -5.0
1.0 0.8 2.3
-0.5 -6.2 7.8
1.1 1.7 -2.7
-1.7 1.6 -1.6

Here are the Löwdin charges for atoms 1 to 2, given in e: number 1, O, carries 0.199; number 2, H, carries 0.090



# C2H2N2O3

A 2-piece molecular cluster, C2H2N2O3 overall (wB97M-V/def2-TZVPD, OMol25).

Summary:
ΔE to the lowest compared entry with this formula, charge and spin = 90.40 kcal per mole
orbital gap (alpha / beta) = 7.6 / 7.6 eV

Atoms and positions in Å:
H -0.640374 -1.002786 -0.059392
N -3.126683 -0.536789 0.098837
C -4.103994 0.172165 0.198489
O -4.940550 0.867328 -0.169822
O -0.824225 1.223215 -0.191404
H 1.351667 0.911121 -0.072709
N -2.210019 -1.260722 0.359005
O 0.232874 -0.677768 0.163769
C 0.217887 0.612586 -0.040078

Force components x, y, z for each atom (eV/Å):
-0.9 -0.6 0.2
1.2 -1.0 0.0
0.4 -0.2 0.0
-2.1 1.6 -0.2
1.7 0.3 0.0
-2.1 0.5 0.1
-0.6 -0.6 0.3
1.8 -0.6 -0.1
0.6 0.7 -0.2

Here are the Löwdin charges for atoms 1 to 2, given in e: number 1, H, carries -0.002; number 2, N, carries -0.002



# C2H2N2O3

One molecule with the formula C2H2N2O3 (wB97M-V/def2-TZVPD, OMol25).

Summary:
SMILES = O=c1[nH]nc(O)o1
ΔE to the lowest compared entry with this formula, charge and spin = 10.85 kcal per mole
orbital gap = 9.9 eV

Atoms and positions in Å:
H 1.169660 1.536971 1.802456
C 0.413435 -0.860249 -0.845176
O 0.190846 1.767974 1.410184
N -1.248354 0.315191 0.279644
O 1.057147 -1.524697 -1.592174
C -0.056717 0.694673 0.622819
H -1.606470 -1.226511 -1.102821
N -0.897373 -0.780786 -0.587185
O 0.977825 0.077434 0.012251

Force components x, y, z for each atom (eV/Å):
-3.4 1.2 -1.2
0.2 -0.1 -0.1
3.7 -2.3 0.8
2.0 -1.0 -0.1
0.1 -0.4 -0.2
-1.6 1.1 -0.3
-0.7 -0.4 -0.6
-0.5 1.4 1.0
0.1 0.6 0.8

Here are the Löwdin charges for atoms 1 to 2, given in e: number 1, H, carries 0.214; number 2, C, carries -0.542



# C2H2N2O3

One molecule with the formula C2H2N2O3 (wB97M-V/def2-TZVPD, OMol25).

Summary:
SMILES = N#C[C@@H](O)[N+](=O)[O-]
ΔE to the lowest compared entry with this formula, charge and spin = 93.30 kcal per mole
orbital gap = 11.3 eV

Atoms and positions in Å:
O -1.389174 -0.602531 0.333319
C -0.296642 -0.239226 -0.416641
H -1.079974 -0.587138 1.267775
N 0.092020 1.220984 -0.034738
N 1.833270 -1.769991 0.194477
O -0.377054 1.655712 0.978305
C 1.024402 -1.060606 -0.075890
O 0.855161 1.774935 -0.842220
H -0.662010 -0.392141 -1.404385

Force components x, y, z for each atom (eV/Å):
1.3 -0.3 1.1
1.1 -1.2 2.2
-0.8 0.0 -0.5
1.0 0.5 -2.4
4.0 -3.2 1.3
0.3 0.1 0.0
-6.3 4.3 -2.1
-1.3 -0.8 1.6
0.7 0.6 -1.2

Here are the Löwdin charges for atoms 1 to 2, given in e: number 1, O, carries 0.029; number 2, C, carries -0.224



# C2H2N2O3

One molecule with the formula C2H2N2O3 (wB97M-V/def2-TZVPD, OMol25).

Summary:
SMILES = O=c1cnon1O
ΔE to the lowest compared entry with this formula, charge and spin = 151.01 kcal per mole
orbital gap = 9.8 eV

Atoms and positions in Å:
O -1.163828 0.815511 -0.245269
H -1.183709 -2.071380 0.671125
N 0.191341 0.567919 -0.423598
N -1.667864 -0.213348 0.157395
C 0.517693 -0.662205 -0.111314
C -0.766714 -1.209333 0.193742
H 0.943356 2.482354 -0.003428
O 1.019654 1.372604 0.443373
O 1.652941 -1.146083 -0.110460

Force components x, y, z for each atom (eV/Å):
2.7 5.6 -1.1
0.6 -0.7 -0.2
2.8 6.0 -1.0
-1.7 -7.8 1.6
2.1 -5.3 0.4
-3.7 1.2 1.2
0.4 -5.2 1.9
-1.6 5.3 -2.9
-1.7 0.8 0.1

Here are the Löwdin charges for atoms 1 to 2, given in e: number 1, O, carries 0.014; number 2, H, carries 0.116



# C2H2N2O4

One molecule with the formula C2H2N2O4 (wB97M-V/def2-TZVPD, OMol25).

Summary:
SMILES = [H]/N=c1\oc(=O)on1O
ΔE to the lowest compared entry with this formula, charge and spin = 84.21 kcal per mole
orbital gap = 10.6 eV

Atoms and positions in Å:
C 1.394794 0.232892 -1.012129
O 2.378630 0.519425 -1.793927
C 0.108056 -0.106235 0.847919
N -0.510064 0.526100 -0.253103
H 0.056535 -1.524283 2.127192
O 0.100273 0.286684 -1.387075
O 1.335346 -0.134378 0.329258
H -2.469430 0.809076 -0.261529
N -0.459852 -0.650430 1.833857
O -1.934288 0.041148 -0.430464

Force components x, y, z for each atom (eV/Å):
4.1 1.0 -3.8
-5.3 -2.1 5.1
-1.9 -1.3 -1.8
-8.4 1.5 3.7
-0.2 1.8 0.4
2.6 -0.2 -2.6
4.6 -0.6 -0.2
-0.1 0.9 0.2
1.2 -0.9 -0.9
3.3 -0.2 0.1

Here are the Löwdin charges for atoms 1 to 2, given in e: number 1, C, carries -0.356; number 2, O, carries 0.111



# C2H2N2O4

C2H2N2O4 as an isolated structure (wB97M-V/def2-TZVPD, OMol25).

Summary:
ΔE to the lowest compared entry with this formula, charge and spin = 114.95 kcal per mole
orbital gap = 9.6 eV

Atoms and positions in Å:
H 1.113882 -2.215858 -0.331862
O -2.325778 0.167951 -0.036744
C -1.171639 -0.068546 0.029715
N 0.943924 -0.046363 -0.323080
O 2.195670 0.265160 -0.141445
C -0.043675 0.814062 -0.048654
O -0.043836 1.956581 0.160424
H 2.544786 -0.073354 1.010162
O -0.768989 -1.366172 -0.069159
N 0.652745 -1.435356 0.341754

Force components x, y, z for each atom (eV/Å):
-1.5 2.4 1.4
-0.8 0.6 0.4
-2.8 -2.1 -1.1
1.9 -3.6 0.5
4.1 -0.7 4.6
0.1 -1.8 1.1
0.5 3.8 0.2
-1.8 1.7 -4.6
0.9 -1.7 1.2
-0.6 1.4 -3.7

Here are the Löwdin charges for atoms 1 to 2, given in e: number 1, H, carries 0.192; number 2, O, carries 0.212



# C2H2N2OS

One molecule with the formula C2H2N2OS (wB97M-V/def2-TZVPD, OMol25).

Summary:
SMILES = Sc1cnno1
ΔE to the lowest compared entry with this formula, charge and spin = 62.87 kcal per mole
orbital gap = 9.3 eV

Atoms and positions in Å:
N -0.779459 1.798557 -0.469538
C -0.444909 -0.412678 -0.100236
O -1.240798 0.436567 -0.828455
H 0.913959 -2.133816 0.058053
H 1.145774 0.080230 1.222713
C 0.454168 0.456233 0.513229
N 0.289586 1.765573 0.184267
S -0.338321 -1.990666 -0.580034

Force components x, y, z for each atom (eV/Å):
-0.2 0.8 -1.8
0.6 5.9 -0.9
0.8 0.3 1.7
-1.4 -0.1 -0.8
0.9 0.2 0.3
0.5 -2.5 0.6
-2.6 -1.9 0.2
1.4 -2.7 0.6

Here are the Löwdin charges for atoms 1 to 2, given in e: number 1, N, carries 0.050; number 2, C, carries -0.761



Please write out number 9 again, unchanged.
# C2H2N2O4

C2H2N2O4 as an isolated structure (wB97M-V/def2-TZVPD, OMol25).

Summary:
ΔE to the lowest compared entry with this formula, charge and spin = 114.95 kcal per mole
orbital gap = 9.6 eV

Atoms and positions in Å:
H 1.113882 -2.215858 -0.331862
O -2.325778 0.167951 -0.036744
C -1.171639 -0.068546 0.029715
N 0.943924 -0.046363 -0.323080
O 2.195670 0.265160 -0.141445
C -0.043675 0.814062 -0.048654
O -0.043836 1.956581 0.160424
H 2.544786 -0.073354 1.010162
O -0.768989 -1.366172 -0.069159
N 0.652745 -1.435356 0.341754

Force components x, y, z for each atom (eV/Å):
-1.5 2.4 1.4
-0.8 0.6 0.4
-2.8 -2.1 -1.1
1.9 -3.6 0.5
4.1 -0.7 4.6
0.1 -1.8 1.1
0.5 3.8 0.2
-1.8 1.7 -4.6
0.9 -1.7 1.2
-0.6 1.4 -3.7

Here are the Löwdin charges for atoms 1 to 2, given in e: number 1, H, carries 0.192; number 2, O, carries 0.212



Question: The highest ΔE to the lowest compared entry with this formula, charge and spin belongs to which entry?
Answer: number 7



Copy entry 1 word for word.
# C2H2N2O2S2

One molecule with the formula C2H2N2O2S2 (wB97M-V/def2-TZVPD, OMol25).

Summary:
SMILES = O=C1NSC(=O)NS1
ΔE to the lowest compared entry with this formula, charge and spin = 8.15 kcal per mole
orbital gap = 9.7 eV

Atoms and positions in Å:
H -0.111155 -0.651181 1.978401
N 0.128629 -1.050968 1.101427
C 1.106520 1.080467 -0.375251
H -0.592990 1.868871 -1.281170
O -1.956935 -1.996445 0.585249
N -0.134976 1.011067 -0.925699
S 1.629017 -0.528239 0.413738
C -1.022145 -1.267073 0.305089
S -0.889414 -0.495324 -1.341010
O 1.843449 2.028824 -0.460774

Force components x, y, z for each atom (eV/Å):
0.1 0.1 1.0
-0.2 0.1 -1.4
1.1 -0.2 -0.4
0.6 -0.8 0.4
1.6 1.5 -0.2
-1.1 -0.4 -0.2
-1.2 0.9 0.1
-0.5 -1.2 -0.3
-0.1 0.5 0.6
-0.3 -0.3 0.4

Here are the Löwdin charges for atoms 1 to 2, given in e: number 1, H, carries 0.082; number 2, N, carries -0.322



Question: Which of these has the lowest ΔE to the lowest compared entry with this formula, charge and spin?
Answer: C2H2N2O2S2